No. 1
Formula: C8H19NO11S2
Source: the OMol25 dataset
Level of theory: wB97M-V/def2-TZVPD

Cartesian coordinates (Å):
1 S -1.56 -0.87 -4.65
2 S 2.47 1.79 5.98
3 O -1.20 -1.78 1.01
4 O -2.68 -0.06 -5.45
5 O -0.30 -0.19 -4.82
6 O 1.12 1.87 5.14
7 O -1.67 -2.26 -4.97
8 O 3.58 1.87 5.08
9 O 2.16 -3.08 -0.28
10 O -1.07 -0.02 -0.40
11 O 0.60 -0.45 1.05
12 O 2.74 -1.14 0.48
13 O 2.39 0.71 6.92
14 N 2.24 -2.48 0.71
15 C -2.43 0.24 -6.84
16 C -2.17 -0.60 -3.03
17 C 2.29 3.32 6.84
18 C 0.96 0.93 4.05
19 C -0.58 -0.70 0.46
20 C 1.69 -0.26 0.15
21 C 0.61 -0.46 4.52
22 C -2.64 -0.97 -7.73
23 H 0.16 1.34 3.44
24 H 2.10 0.73 0.31
25 H -1.89 -1.73 -7.55
26 H -1.43 0.65 -6.95
27 H 3.12 3.39 7.54
28 H 0.37 -1.09 3.66
29 H -3.19 -0.96 -2.98
30 H -1.54 -1.16 -2.36
31 H -2.11 0.46 -2.80
32 H 1.39 -0.41 -0.88
33 H 1.43 -0.92 5.06
34 H -0.90 -2.58 0.58
35 H -0.25 -0.43 5.19
36 H -2.57 -0.67 -8.78
37 H -3.14 1.02 -7.09
38 H 1.87 0.93 3.44
39 H 1.34 3.30 7.37
40 H -3.62 -1.41 -7.56
41 H 2.32 4.13 6.11

Properties
HOMO-LUMO gap = 9.87 eV
E_HOMO = -10.847 eV

No. 2
Formula: C4H8O
Source: the OMol25 dataset
Level of theory: wB97M-V/def2-TZVPD

Cartesian coordinates (Å):
1 O 0.96 0.30 -0.17
2 C -1.18 0.67 -1.21
3 C 0.89 -0.88 0.50
4 C -0.13 -1.38 1.20
5 C -0.19 1.13 -0.16
6 H -0.68 0.68 -2.18
7 H 1.82 -1.39 0.40
8 H -1.58 -0.33 -1.04
9 H -1.12 -0.93 1.29
10 H 0.16 2.16 -0.38
11 H -2.04 1.38 -1.24
12 H -0.62 1.14 0.87
13 H 0.05 -2.35 1.66

Properties
HOMO-LUMO gap = 10.06 eV
E_HOMO = -8.936 eV

No. 3
Formula: C28H48F5O24P2
Source: the OMol25 dataset
Level of theory: wB97M-V/def2-TZVPD

Cartesian coordinates (Å):
1 P 1.99 0.39 -4.21
2 P 3.58 -0.13 2.87
3 F -1.73 -0.51 -3.07
4 F 0.90 3.14 0.26
5 F -2.87 4.02 2.55
6 F 0.37 -3.50 4.74
7 F -4.33 -1.17 4.29
8 O -5.84 -0.75 -3.53
9 O -2.21 -2.81 6.09
10 O -6.25 -4.18 1.89
11 O 2.54 1.08 3.04
12 O 1.90 -0.67 -2.96
13 O -1.44 -0.27 2.10
14 O -0.32 4.17 -2.78
15 O -1.76 -3.90 4.24
16 O 0.78 0.04 -5.20
17 O -4.29 -1.99 -2.42
18 O -3.93 0.12 -2.83
19 O -4.84 2.46 0.82
20 O -1.11 3.30 -0.98
21 O -5.54 -2.07 1.37
22 O -2.55 3.71 -2.63
23 O -6.64 2.21 2.16
24 O -4.58 2.82 2.96
25 O 2.15 1.86 -3.94
26 O 3.29 -0.16 -5.13
27 O -5.06 -2.94 3.29
28 O -3.27 -4.78 5.70
29 O 4.77 -0.06 3.77
30 O 2.67 -1.47 3.05
31 O 3.95 -0.13 1.23
32 C -4.85 -1.04 2.02
33 C 1.94 1.38 4.31
34 C 3.11 -2.80 2.74
35 C -5.42 2.41 2.01
36 C -1.28 -1.99 5.36
37 C 0.34 2.99 -1.03
38 C 4.64 0.23 -4.74
39 C 0.52 0.53 -6.55
40 C -3.05 -1.75 -1.84
41 C -0.74 -2.93 4.34
42 C 1.67 -2.02 -3.22
43 C 1.00 -2.53 -2.01
44 C 0.79 4.15 -1.83
45 C -4.24 -1.84 3.08
46 C 4.07 1.17 -0.77
47 C -3.29 2.78 2.43
48 C -1.42 3.72 -2.13
49 C 0.35 2.07 -6.49
50 C 4.28 -3.19 3.69
51 C -2.70 -0.34 -2.19
52 C -0.40 -0.31 1.18
53 C -4.79 -0.89 -2.95
54 C 5.36 0.75 -6.03
55 C -3.42 2.51 0.91
56 C -2.50 -3.93 5.37
57 C 1.46 2.88 4.25
58 C -5.67 -3.13 2.15
59 C 3.14 0.62 0.30
60 H 1.18 2.55 -5.97
61 H 0.65 -3.54 -2.25
62 H 0.05 0.61 0.80
63 H -0.44 -1.54 5.89
64 H -3.07 -2.03 -0.79
65 H 4.90 1.62 -6.49
66 H -0.34 0.08 -7.04
67 H 0.66 2.98 4.99
68 H 5.22 -2.85 3.24
69 H -2.42 -2.53 -2.28
70 H 5.49 -0.15 -6.63
71 H 2.32 -3.52 2.90
72 H 1.03 3.08 3.27
73 H 0.36 -1.04 1.45
74 H 3.61 1.95 -1.38
75 H 2.22 3.65 4.35
76 H -2.57 2.12 2.92
77 H 2.35 -0.06 -0.01
78 H -2.96 3.27 0.28
79 H -2.24 0.24 -1.39
80 H 3.46 -2.93 1.71
81 H 2.72 1.52 0.75
82 H -0.49 2.21 -5.81
83 H 1.07 5.08 -1.33
84 H 5.17 -0.60 -4.26
85 H -4.04 -0.70 1.37
86 H -1.73 -1.24 4.71
87 H 0.11 -1.94 -1.82
88 H 2.64 -2.52 -3.31
89 H 4.28 -4.26 3.87
90 H 1.13 -2.27 -4.13
91 H -2.99 1.53 0.70
92 H 1.44 0.23 -7.06
93 H -0.83 -0.80 0.30
94 H 1.14 0.70 4.56
95 H 4.35 0.33 -1.41
96 H 2.66 1.22 5.11
97 H 0.64 2.06 -1.51
98 H 4.14 -2.60 4.59
99 H 6.35 1.01 -5.66
100 H 1.75 3.78 -2.20
101 H 4.61 1.06 -4.04
102 H -0.55 -2.42 3.40
103 H -3.21 -2.15 2.92
104 H 1.66 -2.49 -1.14
105 H -5.57 -0.34 2.43
106 H 4.88 1.75 -0.31
107 H 0.04 2.55 -7.41

Properties
2S+1 = 2
HOMO-LUMO gap (alpha / beta) = 10.78 / 7.52 eV
Expectation value of S² = 0.754
E_HOMO (alpha / beta) = -11.064 / -11.063 eV

No. 4
Formula: C3H10N
Source: the OMol25 dataset
Level of theory: wB97M-V/def2-TZVPD

Cartesian coordinates (Å):
1 N -1.99 -0.26 -0.27
2 C -1.93 -0.86 0.81
3 C 2.95 -0.20 0.07
4 C -1.28 1.04 -0.57
5 H 2.23 0.52 0.37
6 H -1.95 1.78 -1.04
7 H -0.82 1.35 0.44
8 H 3.61 -0.48 1.10
9 H 3.52 0.17 -0.74
10 H -1.34 -0.46 1.59
11 H -2.61 -1.75 0.84
12 H 2.58 -1.19 -0.28
13 H -2.50 -0.61 -1.00
14 H -0.47 0.95 -1.32

Properties
Total charge = +2
2S+1 = 2
HOMO-LUMO gap (alpha / beta) = 13.04 / 4.60 eV
Expectation value of S² = 0.753
E_HOMO (alpha / beta) = -21.281 / -21.278 eV

No. 5
Formula: CH3N2O2S
Source: the OMol25 dataset
Level of theory: wB97M-V/def2-TZVPD

Cartesian coordinates (Å):
1 S -1.79 0.03 -0.22
2 O -2.77 -1.05 -0.29
3 O -2.01 0.93 0.92
4 N 2.14 1.21 0.15
5 N 1.35 0.12 0.01
6 C -0.27 -0.89 0.10
7 H 1.50 1.89 0.45
8 H 1.86 -0.55 -0.50
9 H 0.00 -1.69 -0.62

Properties
Total charge = -1
HOMO-LUMO gap (alpha / beta) = 7.74 / 6.31 eV
E_HOMO (alpha / beta) = -3.621 / -3.056 eV

No. 6
Formula: C6H11IN3O3
Source: the OMol25 dataset
Level of theory: wB97M-V/def2-TZVPD

Cartesian coordinates (Å):
1 I -0.61 -3.19 -0.04
2 O -3.15 -1.73 -2.54
3 O 0.63 1.39 -0.91
4 O -2.74 -0.49 -0.90
5 N -1.16 1.21 0.46
6 N -2.42 -1.15 -1.85
7 N -0.37 -1.19 -0.04
8 C -1.07 -0.96 -2.33
9 C 1.76 -1.09 1.20
10 C 0.33 1.02 0.40
11 C 0.02 -0.87 -2.88
12 C 0.53 -0.55 0.53
13 C 0.89 1.70 1.67
14 H 0.77 2.74 1.74
15 H 1.74 -1.66 2.19
16 H 1.47 1.15 -1.17
17 H 0.33 1.31 2.56
18 H -1.64 0.44 -0.11
19 H 1.85 1.42 1.84
20 H -1.24 2.21 -0.04
21 H 2.02 -1.98 0.68
22 H 1.01 -0.70 -3.22
23 H 2.60 -0.40 1.29
24 H -1.56 1.36 1.47

Properties
Total charge = +1
HOMO-LUMO gap = 8.85 eV
E_HOMO = -12.842 eV

No. 7
Formula: C6H14F2HgNO9S2
Source: the OMol25 dataset
Level of theory: wB97M-V/def2-TZVPD

Cartesian coordinates (Å):
1 Hg 1.91 3.53 -16.06
2 S 0.82 5.99 -18.37
3 S 2.14 7.14 -16.55
4 F 0.93 4.57 -19.07
5 F 2.30 6.73 -15.03
6 O 1.45 6.90 -19.29
7 O 3.49 7.42 -16.96
8 O 0.25 3.52 -14.38
9 O 3.61 3.39 -14.44
10 O 1.18 8.21 -16.53
11 O 0.32 2.08 -16.94
12 O 3.57 2.22 -17.16
13 O 4.75 4.46 -18.06
14 O -0.58 6.22 -18.19
15 N 1.65 5.62 -17.07
16 C 4.59 1.94 -16.25
17 C 4.26 2.22 -14.77
18 C 4.25 4.34 -19.38
19 C -0.67 2.56 -14.74
20 C -0.86 2.32 -16.25
21 C 5.41 4.20 -20.35
22 H 5.10 3.99 -21.39
23 H 3.65 3.42 -19.44
24 H 3.60 1.39 -14.44
25 H -1.40 3.18 -16.70
26 H 4.88 0.87 -16.32
27 H 5.50 2.53 -16.53
28 H -1.53 1.44 -16.37
29 H 6.04 3.36 -20.05
30 H 4.39 3.67 -17.59
31 H -0.43 1.57 -14.27
32 H 3.63 5.22 -19.57
33 H 6.01 5.12 -20.38
34 H 5.19 2.00 -14.19
35 H -1.66 2.76 -14.26

Properties
Total charge = -3
HOMO-LUMO gap = 4.89 eV
E_HOMO = 2.242 eV

No. 8
Formula: C35H24N3OPSc
Source: the OMol25 dataset
Level of theory: wB97M-V/def2-TZVPD

Cartesian coordinates (Å):
1 Sc 1.14 -0.66 0.46
2 P 1.29 2.07 0.28
3 O 3.29 -1.03 0.05
4 N -0.93 -0.58 1.04
5 N 0.79 -2.72 0.03
6 N -6.98 -7.20 0.48
7 C 3.08 0.15 0.35
8 C 2.00 2.20 -3.78
9 C 3.65 3.72 0.66
10 C 0.44 3.63 0.63
11 C 0.43 4.05 1.97
12 C 1.22 1.82 -1.53
13 C 0.34 0.51 -3.37
14 C -0.89 5.96 1.36
15 C -3.11 -1.13 1.45
16 C -0.42 -3.43 0.07
17 C 5.85 2.69 0.69
18 C -2.89 -4.86 1.45
19 C -0.89 5.55 0.04
20 C 2.04 2.50 -2.42
21 C -0.23 5.21 2.33
22 C -0.22 4.39 -0.33
23 C -1.87 -1.61 0.97
24 C 5.28 1.43 0.54
25 C -4.88 -4.57 -0.47
26 C 0.37 0.82 -2.02
27 C 3.07 2.47 0.53
28 C 1.16 1.20 -4.25
29 C -3.97 -5.72 1.45
30 C 1.71 -3.58 -0.43
31 C -1.63 -2.91 0.51
32 C 3.90 1.33 0.47
33 C -6.09 -6.48 0.48
34 C -2.92 0.19 1.81
35 C -0.18 -4.74 -0.41
36 C -1.59 0.48 1.55
37 C 1.16 -4.83 -0.72
38 C -4.96 -5.58 0.49
39 C -3.80 -3.70 -0.46
40 C 5.03 3.82 0.75
41 C -2.80 -3.84 0.50
42 H -3.73 -2.91 -1.19
43 H -4.01 -1.71 1.52
44 H 0.94 3.46 2.72
45 H -1.09 1.42 1.71
46 H -5.66 -4.47 -1.21
47 H -0.22 4.07 -1.37
48 H -3.65 0.87 2.23
49 H -1.40 6.13 -0.71
50 H -2.10 -4.96 2.19
51 H 1.69 -5.69 -1.10
52 H -0.34 0.31 -1.36
53 H 5.49 4.79 0.87
54 H 1.14 0.96 -5.31
55 H 3.03 4.61 0.70
56 H 2.63 2.74 -4.46
57 H -0.32 -0.27 -3.73
58 H 2.74 -3.28 -0.56
59 H 2.72 3.26 -2.06
60 H -0.93 -5.51 -0.51
61 H -4.04 -6.51 2.19
62 H 5.90 0.54 0.49
63 H -0.24 5.53 3.36
64 H -1.41 6.87 1.65
65 H 6.92 2.79 0.76

Properties
Total charge = +1
HOMO-LUMO gap = 6.77 eV
E_HOMO = -10.614 eV

No. 9
Formula: C6H6O
Source: the OMol25 dataset
Level of theory: wB97M-V/def2-TZVPD

Cartesian coordinates (Å):
1 O 1.52 0.46 0.28
2 C -1.48 0.33 -0.32
3 C -0.33 0.14 -1.04
4 C 0.94 -0.79 0.45
5 C -1.77 0.17 0.90
6 C 0.13 -1.13 -0.65
7 C 0.80 1.12 -0.78
8 H -0.47 -2.02 -0.68
9 H -0.32 -0.52 1.19
10 H 0.45 2.10 -0.44
11 H 1.48 1.26 -1.63
12 H -2.52 0.32 1.66
13 H 1.56 -1.45 1.05

Properties
HOMO-LUMO gap = 8.92 eV
E_HOMO = -8.829 eV

No. 10
Formula: C19H30Cl22O4
Source: the OMol25 dataset
Level of theory: wB97M-V/def2-TZVPD

Cartesian coordinates (Å):
1 Cl 0.37 1.48 -2.07
2 Cl -3.31 -3.00 4.69
3 Cl -1.16 3.97 0.70
4 Cl -3.75 3.15 1.79
5 Cl -0.31 1.69 8.10
6 Cl -5.49 9.23 -1.04
7 Cl -3.63 -3.07 9.76
8 Cl -5.46 11.39 -3.30
9 Cl -5.84 9.65 -5.62
10 Cl -3.76 -4.61 2.29
11 Cl -4.22 6.59 -1.02
12 Cl 3.12 -10.80 -3.63
13 Cl -2.24 3.44 5.83
14 Cl 3.78 -4.02 -6.74
15 Cl 2.11 -5.88 -2.10
16 Cl 1.90 -6.82 -4.86
17 Cl -1.05 -2.23 8.66
18 Cl 5.18 -9.10 -2.44
19 Cl 4.21 -2.07 -4.59
20 Cl -2.45 1.95 -2.68
21 Cl 2.52 1.15 8.60
22 Cl -0.07 1.73 4.83
23 O 1.92 -2.30 -2.52
24 O 0.44 -2.59 1.65
25 O 1.50 -1.93 -0.23
26 O 2.61 -2.92 1.45
27 C -2.81 -2.23 8.44
28 C 2.02 -2.83 -1.25
29 C 3.84 -0.82 -2.15
30 C 0.85 0.77 9.06
31 C 4.45 0.40 -2.38
32 C 2.61 1.11 -3.70
33 C -1.30 1.11 -1.62
34 C 1.99 -0.11 -3.47
35 C 1.48 -5.54 -3.72
36 C -2.77 -3.36 3.04
37 C -4.89 10.96 -4.92
38 C 3.45 -9.31 -2.73
39 C 1.59 -2.50 0.97
40 C 2.58 -1.10 -2.70
41 C 3.85 1.39 -3.15
42 C 4.78 -2.67 -6.16
43 C -2.91 3.93 0.44
44 C -0.89 3.29 4.69
45 C -5.46 7.63 -0.29
46 H 4.35 2.34 -3.29
47 H 5.42 0.58 -1.93
48 H 3.05 -3.09 -1.02
49 H -0.17 4.08 4.90
50 H -1.27 3.39 3.68
51 H 3.08 -8.47 -3.30
52 H -4.97 11.83 -5.56
53 H 1.42 -3.74 -1.22
54 H -3.28 4.95 0.33
55 H -1.46 0.04 -1.71
56 H 1.02 -0.29 -3.93
57 H -3.86 10.64 -4.85
58 H -3.04 -2.72 7.50
59 H 0.68 -0.29 8.89
60 H -5.24 7.74 0.76
61 H -1.47 1.43 -0.60
62 H -6.43 7.16 -0.43
63 H 4.73 -1.87 -6.88
64 H 0.71 1.01 10.11
65 H 2.14 1.87 -4.31
66 H 0.40 -5.46 -3.66
67 H -1.74 -3.70 3.08
68 H 0.70 -2.80 2.56
69 H -2.84 -2.45 2.45
70 H 2.94 -9.36 -1.77
71 H 5.80 -3.02 -6.05
72 H 1.90 -4.60 -4.07
73 H -3.16 -1.20 8.41
74 H 4.33 -1.58 -1.56
75 H -3.12 3.36 -0.46

Properties
HOMO-LUMO gap = 9.12 eV
E_HOMO = -9.074 eV

No. 11
Formula: C3H4N2O
Source: the OMol25 dataset
Level of theory: wB97M-V/def2-TZVPD

Cartesian coordinates (Å):
1 O 1.22 -1.43 -1.43
2 N 0.41 0.63 -0.61
3 N -1.54 -2.23 0.32
4 C -0.17 1.01 0.68
5 C 0.36 -0.70 -0.84
6 C -0.82 -1.42 -0.22
7 H 0.08 0.22 1.52
8 H 1.51 0.90 -0.62
9 H 0.13 2.03 0.71
10 H -1.19 0.99 0.48

Properties
HOMO-LUMO gap = 10.68 eV
E_HOMO = -10.907 eV

No. 12
Formula: C16H30Cl12MgO4
Source: the OMol25 dataset
Level of theory: wB97M-V/def2-TZVPD

Cartesian coordinates (Å):
1 Cl -10.12 -11.90 -11.13
2 Cl -8.60 -17.32 -11.75
3 Cl -13.03 -13.29 -9.97
4 Cl -15.46 -22.68 -12.04
5 Cl -11.42 -16.03 -12.86
6 Cl -17.32 -12.41 -11.08
7 Cl -17.35 -18.94 -11.34
8 Cl -16.25 -13.65 -7.89
9 Cl -12.29 -20.09 -13.36
10 Cl -18.55 -16.19 -8.05
11 Cl -16.76 -15.29 -12.65
12 Cl -20.78 -19.41 -11.27
13 Mg -14.36 -20.03 -7.65
14 O -14.82 -18.14 -8.23
15 O -11.64 -23.23 -7.15
16 O -13.79 -19.54 -9.51
17 O -12.82 -21.44 -7.61
18 C -11.80 -22.21 -7.81
19 C -17.65 -15.61 -6.60
20 C -14.05 -21.60 -11.90
21 C -10.22 -17.61 -10.98
22 C -14.37 -17.34 -10.45
23 C -13.54 -21.33 -13.32
24 C -19.69 -19.12 -9.93
25 C -17.51 -15.16 -11.02
26 C -10.82 -13.51 -11.52
27 C -18.33 -19.75 -10.06
28 C -10.92 -21.99 -9.03
29 C -16.26 -15.24 -7.09
30 C -14.30 -18.40 -9.37
31 C -11.15 -16.43 -11.16
32 C -18.33 -13.89 -10.97
33 C -11.51 -14.16 -10.34
34 H -12.11 -16.67 -10.72
35 H -19.57 -18.07 -9.65
36 H -18.86 -13.83 -10.02
37 H -10.81 -22.97 -9.49
38 H -10.53 -18.52 -11.49
39 H -19.05 -13.88 -11.78
40 H -10.66 -15.58 -10.69
41 H -18.15 -14.80 -6.10
42 H -10.08 -17.83 -9.92
43 H -17.56 -16.46 -5.93
44 H -18.15 -16.03 -10.89
45 H -10.04 -14.20 -11.83
46 H -20.15 -19.58 -9.05
47 H -15.92 -15.93 -7.86
48 H -11.32 -21.25 -9.71
49 H -11.53 -13.26 -12.30
50 H -14.32 -20.67 -11.41
51 H -13.25 -22.05 -11.31
52 H -13.13 -22.26 -13.72
53 H -11.82 -15.17 -10.59
54 H -15.48 -15.24 -6.33
55 H -9.93 -21.69 -8.69
56 H -17.74 -19.78 -9.15
57 H -13.98 -16.44 -9.99
58 H -14.34 -20.97 -13.96
59 H -13.86 -17.69 -11.35
60 H -15.43 -17.15 -10.63
61 H -10.92 -14.17 -9.43
62 H -18.44 -20.78 -10.42
63 H -16.69 -15.16 -10.31

Properties
HOMO-LUMO gap = 6.75 eV
E_HOMO = -8.989 eV